# 1
{"formula": "C22H17InNO4", "method": "the ωB97M-V functional and the def2-TZVPD basis", "species": ["In", "C", "C", "C", "C", "C", "C", "C", "H", "H", "H", "H", "H", "H", "H", "H", "O", "C", "N", "C", "O", "C", "C", "C", "C", "C", "C", "H", "H", "H", "H", "O", "C", "O", "C", "C", "C", "C", "C", "C", "H", "H", "H", "H", "H"], "positions_angstrom": [[-0.4620, 0.1507, 1.3433], [0.6420, 0.5526, 4.8322], [1.3416, 0.2464, 3.5502], [2.2803, 1.1222, 3.0056], [3.0475, 0.7487, 1.9155], [2.8985, -0.5103, 1.3314], [1.9525, -1.3845, 1.8217], [1.1427, -1.0022, 2.9091], [1.3327, 0.3784, 5.6611], [-0.2253, -0.0927, 4.9758], [0.3288, 1.5952, 4.8781], [2.4372, 2.0823, 3.4792], [3.7965, 1.4240, 1.5282], [3.5424, -0.8015, 0.5149], [1.8437, -2.3799, 1.4078], [0.4870, -1.7345, 3.3746], [-1.8527, 2.0000, 0.9417], [-0.9250, 2.4065, 0.2290], [0.3055, 1.9021, 0.3504], [1.0653, 2.1291, -0.7956], [2.1089, 1.5938, -1.0339], [0.2619, 3.0824, -1.6136], [0.4998, 3.6489, -2.8457], [-0.5108, 4.4459, -3.3840], [-1.6936, 4.6829, -2.7008], [-1.9412, 4.1129, -1.4538], [-0.9574, 3.2942, -0.9402], [1.4217, 3.4734, -3.3812], [-0.3740, 4.8747, -4.3646], [-2.4433, 5.3137, -3.1504], [-2.8656, 4.2878, -0.9246], [-0.4721, -0.8702, -0.6040], [-1.0958, -1.8433, -0.1233], [-1.5067, -1.8378, 1.0577], [-1.2668, -3.0324, -0.9914], [-2.4222, -3.8049, -0.9642], [-2.5352, -4.8767, -1.8336], [-1.4981, -5.1863, -2.7008], [-0.3356, -4.4286, -2.7020], [-0.2193, -3.3395, -1.8583], [-3.2315, -3.5490, -0.2978], [-3.4385, -5.4678, -1.8369], [-1.6058, -6.0113, -3.3886], [0.4782, -4.6798, -3.3663], [0.6635, -2.7157, -1.8521]], "e_lumo_ev": -4.80, "total_energy_ev": -37939.228, "de_lowest_kcal_mol": 14.1, "charge": 1, "e_homo_ha": -0.443, "multiplicity": 1, "homo_lumo_gap_ev": 7.3}



# 2
{"formula": "C28H33N4O4S6W", "method": "the ωB97M-V functional and the def2-TZVPD basis", "species": ["W", "C", "C", "C", "C", "C", "C", "C", "N", "N", "C", "C", "C", "C", "C", "C", "N", "C", "C", "C", "C", "C", "C", "N", "H", "H", "H", "H", "H", "H", "H", "H", "H", "H", "H", "H", "H", "H", "H", "H", "H", "H", "H", "H", "S", "S", "S", "S", "C", "S", "C", "O", "H", "H", "H", "H", "H", "H", "C", "C", "C", "C", "C", "C", "C", "S", "O", "O", "O", "H", "H", "H", "H", "H", "H", "H"], "positions_angstrom": [[0.6900, 0.8877, -0.8725], [-0.6510, 3.2928, 0.9953], [-1.7479, 2.3105, 1.3719], [-2.3631, 1.6700, 0.1622], [-3.7442, 1.5547, 0.0818], [-4.3307, 1.0379, -1.0598], [-3.5143, 0.6793, -2.1178], [-2.1525, 0.8385, -1.9837], [-1.5707, 1.2879, -0.8531], [0.6749, 2.7173, 0.6422], [1.4684, 3.8617, 0.1370], [2.6925, 3.3654, -0.5491], [3.7927, 4.1882, -0.7010], [4.9061, 3.7154, -1.3728], [4.8617, 2.4233, -1.8620], [3.7213, 1.6680, -1.6709], [2.6400, 2.1071, -1.0122], [1.3926, 2.2628, 1.8496], [0.8957, 0.9464, 2.3274], [0.9493, 0.5927, 3.6625], [0.4859, -0.6554, 4.0452], [-0.0139, -1.4921, 3.0642], [-0.0237, -1.0609, 1.7491], [0.4164, 0.1452, 1.3692], [-0.4960, 4.0092, 1.8091], [-0.9820, 3.8531, 0.1200], [-2.5274, 2.8817, 1.8771], [-1.4165, 1.5628, 2.0896], [-4.3468, 1.8850, 0.9168], [-5.4058, 0.9357, -1.1271], [-3.9086, 0.2823, -3.0416], [-1.4854, 0.5822, -2.7916], [1.7209, 4.5286, 0.9678], [0.8693, 4.4129, -0.5823], [3.7623, 5.1904, -0.2952], [5.7768, 4.3407, -1.5150], [5.6874, 1.9978, -2.4146], [3.6369, 0.6933, -2.1169], [1.3138, 3.0196, 2.6371], [2.4488, 2.1592, 1.5897], [1.3430, 1.2944, 4.3855], [0.5098, -0.9604, 5.0826], [-0.3990, -2.4745, 3.2984], [-0.4021, -1.6972, 0.9692], [1.5042, 0.0115, -3.0794], [0.9006, 1.1360, -4.6828], [1.3867, 2.9797, -3.8843], [0.0460, 2.8157, -2.3565], [2.4705, -2.9811, 0.3369], [2.8577, -1.7844, -0.9250], [4.6034, -1.6379, -0.5656], [2.3160, -0.4561, -0.3358], [2.9849, -3.9055, 0.0740], [1.3993, -3.1501, 0.2870], [2.7946, -2.6053, 1.3067], [5.0628, -2.6191, -0.6771], [4.7166, -1.2634, 0.4510], [5.0459, -0.9483, -1.2783], [-5.1544, -4.7836, 1.2706], [-4.0451, -4.1065, 0.5150], [-3.8050, -2.7439, 0.6554], [-2.7694, -2.1263, -0.0319], [-1.9569, -2.8780, -0.8658], [-2.1837, -4.2403, -1.0266], [-3.2212, -4.8415, -0.3376], [-0.6795, -2.1348, -1.8401], [-1.2662, -1.7306, -3.0824], [0.4203, -3.0676, -1.8802], [-0.2994, -0.9517, -0.9452], [-5.8637, -4.0595, 1.6684], [-4.7535, -5.3565, 2.1090], [-5.6957, -5.4795, 0.6301], [-4.4409, -2.1539, 1.3052], [-2.6032, -1.0622, 0.0751], [-1.5463, -4.8145, -1.6862], [-3.4004, -5.9022, -0.4653]], "e_lumo_ev": [-2.63, -2.63], "total_energy_ev": -110556.425, "de_lowest_kcal_mol": 0.0, "charge": 1, "e_homo_ha": [-0.340, -0.340], "multiplicity": 1, "homo_lumo_gap_ev": [6.6, 6.6]}



# 3
{"formula": "C5H12N3", "method": "the ωB97M-V functional and the def2-TZVPD basis", "species": ["C", "C", "C", "C", "C", "N", "N", "N", "H", "H", "H", "H", "H", "H", "H", "H", "H", "H", "H", "H"], "positions_angstrom": [[-1.0681, -0.2489, -0.3582], [1.5709, 0.4715, 0.0126], [0.4715, 0.8385, 1.0653], [1.4166, -0.2943, -2.2661], [-1.5057, 0.1090, 2.1191], [0.9962, 0.5929, -1.2660], [-0.8697, 0.1495, 0.8146], [-1.9472, -0.9703, -0.9036], [2.2470, 1.2637, 0.2380], [2.1900, -0.3953, 0.1248], [0.8603, 0.5293, 1.9795], [0.3168, 1.8917, 0.9684], [2.1524, 0.2074, -2.9572], [1.9090, -1.1636, -1.8798], [0.5524, -0.5059, -2.9645], [-2.5794, -0.0081, 2.1920], [-1.2211, 1.0635, 2.5909], [-1.1073, -0.7268, 2.7319], [-1.5983, -1.4448, -1.8464], [-2.7864, -1.3592, -0.3951]], "e_lumo_ev": [-5.18, -4.56], "total_energy_ev": -9839.068, "de_lowest_kcal_mol": 118.6, "charge": 1, "e_homo_ha": [-0.491, -0.496], "multiplicity": 1, "homo_lumo_gap_ev": [8.2, 8.9]}



# 4
{"formula": "C20H19N4O2PPdS3", "method": "the ωB97M-V functional and the def2-TZVPD basis", "species": ["Pd", "N", "N", "C", "O", "O", "H", "H", "H", "S", "P", "S", "C", "C", "C", "C", "C", "C", "C", "C", "C", "C", "C", "C", "H", "H", "H", "H", "H", "H", "H", "H", "H", "H", "N", "C", "N", "C", "C", "C", "C", "C", "C", "S", "H", "H", "H", "H", "H", "H"], "positions_angstrom": [[1.3332, 1.9079, 0.6246], [1.3311, 4.0093, 0.4777], [1.7022, 4.4861, 1.7517], [2.2070, 3.5829, 2.7185], [2.7620, 4.0631, 3.6844], [1.9453, 2.3358, 2.5134], [2.0202, 4.2253, -0.2365], [0.4311, 4.3975, 0.2170], [2.1216, 5.4021, 1.7691], [2.0560, -0.3096, 0.7536], [1.3510, -0.4769, -1.0955], [1.2544, 1.4696, -1.7003], [2.3225, -1.5358, -2.1735], [2.1215, -2.9143, -2.1428], [2.9168, -3.7391, -2.9213], [3.9011, -3.1898, -3.7327], [4.0981, -1.8166, -3.7654], [3.3121, -0.9856, -2.9815], [-0.3184, -1.1824, -1.1176], [-0.9071, -1.6560, 0.0491], [-2.1900, -2.1851, 0.0076], [-2.8793, -2.2441, -1.1941], [-2.2917, -1.7700, -2.3613], [-1.0126, -1.2386, -2.3241], [1.3454, -3.3387, -1.5174], [2.7656, -4.8101, -2.8990], [4.5168, -3.8367, -4.3441], [4.8662, -1.3927, -4.3985], [3.4615, 0.0870, -2.9920], [-0.3687, -1.5893, 0.9864], [-2.6508, -2.5383, 0.9212], [-3.8808, -2.6537, -1.2231], [-2.8301, -1.8165, -3.2992], [-0.5550, -0.8645, -3.2334], [-2.1583, 2.0404, -1.1063], [-2.2988, 1.5504, 0.1669], [-1.3483, 1.5515, 1.0337], [-1.7620, 0.9798, 2.2277], [-0.9569, 0.8002, 3.3506], [-1.5062, 0.1955, 4.4667], [-2.8379, -0.2254, 4.4815], [-3.6504, -0.0461, 3.3752], [-3.0982, 0.5565, 2.2536], [-3.8420, 0.9097, 0.7153], [-1.2076, 1.9606, -1.4518], [-2.8428, 1.7134, -1.7698], [0.0713, 1.1410, 3.3325], [-0.8934, 0.0504, 5.3467], [-3.2423, -0.6942, 5.3690], [-4.6843, -0.3658, 3.3876]], "e_lumo_ev": -0.27, "total_energy_ev": -76381.604, "de_lowest_kcal_mol": 0.8, "e_homo_ha": -0.304, "multiplicity": 1, "homo_lumo_gap_ev": 8.0}



Q: Number 1 is which compound?
A: C22H17InNO4